Record 1
The following is a DFT calculation (ωB97M-V with the def2-TZVPD basis set) of a 2-piece molecular cluster, C2F2N2O overall.

The geometry in ORCA input format:
```
! RIJCOSX wB97M-V def2-TZVPD def2/J DEFGRID3
* xyz 0 1
C -0.81609 0.73096 0.48018
C 1.27249 -0.17525 -0.00230
N -1.42690 -0.29184 0.03862
N -1.71335 -1.37319 -0.15190
O 1.25658 -1.33207 -0.14682
F -0.83578 1.79899 -0.20977
F 2.26305 0.64238 -0.00801
*
```

Values from the calculation:
ΔE to the lowest compared entry with this formula, charge and spin: 390.6 kJ/mol
E_HOMO (alpha / beta): -0.3383 / -0.3323 hartree
orbital gap (alpha / beta): 7.70 / 7.60 eV
lowest unoccupied orbital energy (alpha / beta): -1.5 / -1.4 eV


Record 2
The following is a DFT calculation (ωB97M-V with the def2-TZVPD basis set) of an isolated ion of composition C2F2N5O2 and charge -1.

The geometry in ORCA input format:
```
! RIJCOSX wB97M-V def2-TZVPD def2/J DEFGRID3
* xyz -1 1
C 0.18850 0.58728 0.06476
C 0.52940 -0.78019 -0.39041
N -0.87463 2.38085 0.45803
N -1.07206 1.12403 0.13196
N 1.14824 1.46410 0.35838
N 0.35525 2.59144 0.63634
N -0.59120 -1.58752 0.00326
O -1.31707 -2.09659 -0.86180
O -0.86739 -1.69388 1.24497
F 0.74552 -0.85003 -1.75019
F 1.75543 -1.13949 0.10470
*
```

Values from the calculation:
ΔE to the lowest compared entry with this formula, charge and spin: 0.0 kJ/mol
E_HOMO: -0.2110 hartree
orbital gap: 8.15 eV
lowest unoccupied orbital energy: 2.4 eV


Record 3
The following is a DFT calculation (ωB97M-V with the def2-TZVPD basis set) of C2F2O2 as an isolated structure.

The geometry in ORCA input format:
```
! RIJCOSX wB97M-V def2-TZVPD def2/J DEFGRID3
* xyz 0 1
C 0.38572 0.75807 0.14217
C -0.20233 -0.53457 -0.36978
O 1.19477 1.42757 -0.38771
O -1.26774 -1.47435 0.70269
F -0.08478 1.00708 1.35712
F -0.02564 -1.18381 -1.44449
*
```

Values from the calculation:
ΔE to the lowest compared entry with this formula, charge and spin: 514.1 kJ/mol
E_HOMO (alpha / beta): -0.4531 / -0.3988 hartree
orbital gap (alpha / beta): 10.21 / 8.72 eV
lowest unoccupied orbital energy (alpha / beta): -2.1 / -2.1 eV


Record 4
The following is a DFT calculation (ωB97M-V with the def2-TZVPD basis set) of C2F2O2S as an isolated structure.

The geometry in ORCA input format:
```
! RIJCOSX wB97M-V def2-TZVPD def2/J DEFGRID3
* xyz 0 1
C -0.38656 0.46207 -0.23017
C 1.01635 -0.02292 0.11939
O -0.72841 1.61653 -0.44994
O -0.86892 -0.70224 0.00609
F 1.26208 0.53081 1.39412
F -2.36324 -1.05340 -0.09035
S 2.06870 -0.83086 -0.74915
*
```

Values from the calculation:
ΔE to the lowest compared entry with this formula, charge and spin: 100.6 kJ/mol
E_HOMO: -0.3939 hartree
orbital gap: 8.05 eV
lowest unoccupied orbital energy: -2.7 eV


Record 5
The following is a DFT calculation (ωB97M-V with the def2-TZVPD basis set) of C2F3N in the gas phase.

The geometry in ORCA input format:
```
! RIJCOSX wB97M-V def2-TZVPD def2/J DEFGRID3
* xyz 0 1
C 1.39411 0.40186 0.25737
C -0.04904 0.26474 -0.02475
N -0.72302 -0.82348 -0.00219
F 2.10361 -0.60733 -0.13964
F -0.65255 1.45486 -0.09918
F -2.07311 -0.69065 0.00838
*
```

Values from the calculation:
ΔE to the lowest compared entry with this formula, charge and spin: 517.0 kJ/mol
E_HOMO (alpha / beta): -0.3875 / -0.3874 hartree
orbital gap (alpha / beta): 8.59 / 8.59 eV
lowest unoccupied orbital energy (alpha / beta): -2.0 / -2.0 eV


Record 6
The following is a DFT calculation (ωB97M-V with the def2-TZVPD basis set) of a 2-piece molecular cluster, C2F3N overall.

The geometry in ORCA input format:
```
! RIJCOSX wB97M-V def2-TZVPD def2/J DEFGRID3
* xyz 0 3
C 0.11082 0.71544 0.00530
C -0.77861 -0.25704 -0.04033
N 0.36961 -0.43796 0.73995
F 0.55634 1.87122 -0.30820
F -1.89785 -0.78138 -0.37247
F 1.78587 -1.43747 -0.38220
*
```

Values from the calculation:
ΔE to the lowest compared entry with this formula, charge and spin: 163.2 kJ/mol
E_HOMO (alpha / beta): -0.2778 / -0.4310 hartree
orbital gap (alpha / beta): 8.01 / 8.60 eV
lowest unoccupied orbital energy (alpha / beta): 0.4 / -3.1 eV


Record 7
The following is a DFT calculation (ωB97M-V with the def2-TZVPD basis set) of a 2-piece molecular cluster, C2F3O2S overall.

The geometry in ORCA input format:
```
! RIJCOSX wB97M-V def2-TZVPD def2/J DEFGRID3
* xyz -1 1
C 0.58463 0.99555 0.54032
C 0.01132 0.38035 -0.46950
O 0.48731 -2.18827 -0.91104
O -1.19610 -1.60881 0.70597
F 1.34319 0.27419 1.38767
F 0.83733 2.29489 0.82383
F -1.26433 1.36911 -1.39650
S -0.80334 -1.51700 -0.68076
*
```

Values from the calculation:
ΔE to the lowest compared entry with this formula, charge and spin: 188.8 kJ/mol
E_HOMO: -0.1782 hartree
orbital gap: 8.61 eV
lowest unoccupied orbital energy: 3.8 eV


Record 8
The following is a DFT calculation (ωB97M-V with the def2-TZVPD basis set) of C2FN3 in the gas phase.

The geometry in ORCA input format:
```
! RIJCOSX wB97M-V def2-TZVPD def2/J DEFGRID3
* xyz 0 1
N -2.40656 0.09633 0.02348
C -1.27663 -0.00474 -0.03006
C 0.42645 -0.19973 0.02545
F 0.79821 -1.48257 -0.00816
N 1.24088 0.79934 0.61015
N 1.21765 0.79136 -0.62086
*
```

Values from the calculation:
SMILES: N#CC1(F)N=N1
ΔE to the lowest compared entry with this formula, charge and spin: 65.0 kJ/mol
E_HOMO: -0.4326 hartree
orbital gap: 10.85 eV
lowest unoccupied orbital energy: -0.9 eV


Record 9
The following is a DFT calculation (ωB97M-V with the def2-TZVPD basis set) of a 2-piece molecular cluster, C2FN3O3 overall.

The geometry in ORCA input format:
```
! RIJCOSX wB97M-V def2-TZVPD def2/J DEFGRID3
* xyz 0 1
F 0.71317 -0.99088 1.15278
C -0.02602 0.06480 1.13817
N -1.26538 0.12765 0.87186
N -1.53391 1.45403 0.74699
N -0.52766 2.14654 1.04138
O 0.47730 1.25783 1.25101
O 0.15734 -0.50802 -1.55033
C 0.69951 -1.35503 -2.09212
O 1.30564 -2.19692 -2.55975
*
```

Values from the calculation:
SMILES: Fc1nnno1.O=C=O
ΔE to the lowest compared entry with this formula, charge and spin: 12.2 kJ/mol
E_HOMO: -0.4392 hartree
orbital gap: 12.27 eV
lowest unoccupied orbital energy: 0.3 eV


Record 10
The following is a DFT calculation (ωB97M-V with the def2-TZVPD basis set) of C2H10CdF6NO9S2 as an isolated structure.

The geometry in ORCA input format:
```
! RIJCOSX wB97M-V def2-TZVPD def2/J DEFGRID3
* xyz 1 1
Cd -10.03162 -9.68076 -0.62201
C -10.19519 -13.69599 -1.02858
F -9.84086 -14.93566 -0.77371
F -9.11161 -13.10900 -1.53100
F -11.21334 -13.59368 -1.91006
S -10.63219 -12.68199 0.61925
O -11.55364 -13.54798 1.36788
O -9.35697 -12.43050 1.28844
N -11.21800 -11.09881 0.01792
S -12.76778 -11.14082 0.47810
O -13.35864 -9.84355 0.15125
O -13.54837 -12.30441 0.01263
C -12.85412 -11.20801 2.45927
F -13.65179 -10.24420 2.87789
F -13.30587 -12.38370 2.92375
F -11.65168 -10.95688 2.92158
O -8.82682 -7.91473 -1.27483
H -8.26215 -7.35240 -0.74456
H -9.12652 -7.35030 -1.98745
O -11.48302 -8.31972 -1.58978
H -11.36567 -7.42253 -1.90203
H -12.39757 -8.52406 -1.78494
O -10.12380 -8.45213 1.13472
H -10.70660 -7.69893 1.23098
H -9.88777 -8.68912 2.03157
O -10.08738 -10.41654 -2.60931
H -10.93503 -10.31357 -3.04190
H -9.56175 -10.92276 -3.22875
O -8.28204 -10.44775 0.02555
H -7.89557 -10.42108 0.90085
H -7.60571 -10.84451 -0.52344
*
```

Values from the calculation:
ΔE to the lowest compared entry with this formula, charge and spin: 0.0 kJ/mol
E_HOMO: -0.4945 hartree
orbital gap: 9.62 eV
lowest unoccupied orbital energy: -3.8 eV


Record 11
The following is a DFT calculation (ωB97M-V with the def2-TZVPD basis set) of C2H10HgN3 as an isolated structure.

The geometry in ORCA input format:
```
! RIJCOSX wB97M-V def2-TZVPD def2/J DEFGRID3
* xyz -1 1
C -2.35174 0.35532 -1.33154
Hg -0.58723 0.79800 -0.24007
N 1.84479 0.10480 1.64457
N 1.16804 -0.78843 -1.51419
H 1.35424 -0.77228 1.86379
H 0.86885 1.13166 0.67125
H -3.16011 0.98868 -0.91937
H -2.55234 -0.72421 -1.12759
H -2.22986 0.56394 -2.40381
H 1.34538 -1.61831 -0.93853
H 2.03672 -0.25551 -1.62274
H 0.87373 -1.11421 -2.43571
H 2.70946 -0.02474 1.11822
H 2.01313 0.63387 2.50205
N -1.83660 0.19953 2.90276
C -1.49647 0.52189 1.83090
*
```

Values from the calculation:
ΔE to the lowest compared entry with this formula, charge and spin: 0.0 kJ/mol
E_HOMO: -0.0897 hartree
orbital gap: 6.09 eV
lowest unoccupied orbital energy: 3.6 eV


Record 12
The following is a DFT calculation (ωB97M-V with the def2-TZVPD basis set) of a 2-piece molecular cluster, C2H10N overall.

The geometry in ORCA input format:
```
! RIJCOSX wB97M-V def2-TZVPD def2/J DEFGRID3
* xyz 1 1
N 1.80642 0.18548 -0.70588
H 2.53053 0.90920 -0.37638
H 2.11095 -0.77697 -0.33114
H 0.92195 0.52289 -0.41192
H 1.81519 0.13888 -1.76654
C -1.29957 0.03999 -0.24936
C -0.92025 -0.28464 1.18313
H -1.01239 1.06728 -0.67150
H -2.44436 0.04515 -0.37375
H -0.80803 -0.70702 -0.99185
H -1.67575 0.32018 1.82581
H -1.18213 -1.36688 1.42781
H 0.15742 -0.09353 1.44159
*
```

Values from the calculation:
ΔE to the lowest compared entry with this formula, charge and spin: 66.0 kJ/mol
E_HOMO: -0.5717 hartree
orbital gap: 11.12 eV
lowest unoccupied orbital energy: -4.4 eV